{
  "formula": "C75H186N8O31",
  "method": "ωB97M-V/def2-TZVPD",
  "energy_ha": -5739.02448,
  "max_force_ev_per_a": 3.2,
  "symbols": ["C", "O", "C", "C", "N", "C", "C", "O", "C", "H", "H", "H", "H", "H", "H", "H", "H", "H", "H", "H", "H", "H", "H", "H", "C", "O", "C", "C", "N", "C", "C", "O", "C", "H", "H", "H", "H", "H", "H", "H", "H", "H", "H", "H", "H", "H", "H", "H", "C", "O", "C", "C", "N", "C", "C", "O", "C", "H", "H", "H", "H", "H", "H", "H", "H", "H", "H", "H", "H", "H", "H", "H", "C", "O", "C", "C", "N", "C", "C", "O", "C", "H", "H", "H", "H", "H", "H", "H", "H", "H", "H", "H", "H", "H", "H", "H", "C", "O", "C", "C", "N", "C", "C", "O", "C", "H", "H", "H", "H", "H", "H", "H", "H", "H", "H", "H", "H", "H", "H", "H", "C", "C", "C", "C", "C", "C", "N", "O", "C", "C", "C", "H", "H", "H", "H", "H", "H", "H", "H", "H", "H", "H", "H", "H", "H", "H", "H", "H", "H", "H", "C", "C", "C", "C", "C", "C", "N", "O", "C", "C", "C", "H", "H", "H", "H", "H", "H", "H", "H", "H", "H", "H", "H", "H", "H", "H", "H", "H", "H", "H", "C", "C", "C", "C", "C", "C", "N", "O", "C", "C", "C", "H", "H", "H", "H", "H", "H", "H", "H", "H", "H", "H", "H", "H", "H", "H", "H", "H", "H", "H", "C", "C", "O", "O", "H", "H", "H", "H", "H", "H", "C", "C", "O", "O", "H", "H", "H", "H", "H", "H", "C", "C", "O", "O", "H", "H", "H", "H", "H", "H", "C", "C", "O", "O", "H", "H", "H", "H", "H", "H", "C", "C", "O", "O", "H", "H", "H", "H", "H", "H", "C", "C", "O", "O", "H", "H", "H", "H", "H", "H", "C", "C", "O", "O", "H", "H", "H", "H", "H", "H", "C", "C", "O", "O", "H", "H", "H", "H", "H", "H", "C", "C", "O", "O", "H", "H", "H", "H", "H", "H"],
  "positions_angstrom": [[-5.38536, -9.89829, -5.11041], [-4.27195, -9.45565, -5.81553], [-4.15512, -8.05844, -6.08129], [-3.65837, -7.30796, -4.79854], [-3.42341, -5.92955, -5.21195], [-2.97520, -5.12422, -4.05366], [-2.24603, -3.91191, -4.60379], [-1.02499, -4.22382, -5.24268], [-0.05329, -3.12764, -5.11271], [-6.37495, -9.63745, -5.48560], [-5.33525, -9.56441, -4.07401], [-5.45286, -10.98485, -5.16465], [-5.07541, -7.60767, -6.45274], [-3.40139, -7.83917, -6.83754], [-2.70124, -7.70950, -4.46571], [-4.34061, -7.37235, -3.95089], [-2.61935, -5.92700, -5.82317], [-2.26564, -5.70113, -3.46053], [-3.72936, -4.81951, -3.32807], [-2.09042, -3.25963, -3.74448], [-2.82040, -3.38113, -5.36304], [0.24025, -3.13719, -4.06302], [-0.50352, -2.23109, -5.53883], [0.80973, -3.50934, -5.65823], [-4.25452, -0.13232, 4.07700], [-3.94086, 0.66241, 2.92098], [-4.45564, -0.04724, 1.75475], [-5.95901, 0.01750, 1.58147], [-6.51768, 1.24692, 0.99257], [-6.41605, 2.27543, 2.05436], [-7.29731, 3.49858, 1.62474], [-8.73687, 3.21328, 1.62065], [-9.41919, 4.39458, 1.18843], [-3.63475, -1.02205, 3.96582], [-5.28651, -0.26906, 4.40012], [-3.76365, 0.40898, 4.88579], [-4.12811, -1.08281, 1.84648], [-4.06090, 0.33378, 0.81289], [-6.46231, -0.22639, 2.51705], [-6.25835, -0.71604, 0.83286], [-7.48433, 1.18770, 0.70588], [-5.39869, 2.54698, 2.33603], [-6.85117, 1.93429, 2.99371], [-6.92883, 3.81897, 0.65023], [-7.10744, 4.33506, 2.29732], [-10.47320, 4.12069, 1.14207], [-9.06969, 4.71394, 0.20662], [-9.25591, 5.28493, 1.79565], [6.09391, 2.39183, -1.94754], [5.90400, 1.43489, -0.90181], [6.48555, 1.87100, 0.29293], [8.00806, 1.59366, 0.19546], [8.34226, 0.12147, 0.36466], [9.68893, -0.21201, -0.10968], [10.10002, 0.09828, -1.54381], [10.45314, 1.43137, -1.81928], [10.75768, 1.60095, -3.16848], [5.79163, 3.38530, -1.61627], [5.56607, 2.02825, -2.82918], [7.08526, 2.52402, -2.38095], [6.10186, 1.35635, 1.17385], [6.28245, 2.92989, 0.45299], [8.43967, 2.07158, 1.07490], [8.47441, 2.17055, -0.60317], [7.70865, -0.33331, -0.27707], [9.55636, -1.28332, -0.26076], [10.53652, -0.09106, 0.56490], [9.30500, -0.24079, -2.20794], [10.95240, -0.57051, -1.66326], [9.89187, 1.45007, -3.81324], [11.52838, 0.91632, -3.52260], [11.15416, 2.60235, -3.33610], [1.67537, -9.69399, -1.66243], [0.60529, -8.87928, -1.25959], [-0.57154, -9.70185, -1.13606], [-1.72390, -8.77116, -1.05593], [-2.91270, -9.48505, -0.49499], [-4.11645, -8.56465, -0.48397], [-3.90840, -7.18937, 0.17263], [-3.32192, -6.27747, -0.74033], [-2.66517, -5.15447, -0.16987], [1.87792, -10.53893, -1.00429], [2.54117, -9.03853, -1.75660], [1.46481, -10.23623, -2.58424], [-0.32370, -10.13122, -0.16533], [-0.59554, -10.46737, -1.91164], [-1.92658, -8.50073, -2.09221], [-1.41030, -7.86970, -0.52951], [-3.12823, -10.30795, -1.03949], [-4.89820, -9.14371, 0.00761], [-4.49142, -8.46192, -1.50228], [-3.29055, -7.34033, 1.05783], [-4.88713, -6.89619, 0.55243], [-2.33837, -4.37755, -0.86101], [-1.72167, -5.53905, 0.21743], [-3.27780, -4.70769, 0.61319], [-1.06295, 0.20357, 8.06967], [-1.37733, -1.03392, 7.60631], [-0.27490, -1.54717, 6.86429], [-0.38724, -3.09577, 6.72017], [-1.74595, -3.53293, 6.25127], [-2.03926, -3.08199, 4.90789], [-1.53169, -4.17866, 3.92919], [-0.10174, -4.02356, 3.81676], [0.59833, -5.15446, 3.14955], [-1.99637, 0.66551, 8.39129], [-0.74144, 0.82336, 7.23265], [-0.45277, 0.34765, 8.96131], [0.66190, -1.52312, 7.42101], [-0.12049, -1.04221, 5.91073], [-0.26440, -3.61664, 7.66976], [0.46718, -3.34534, 6.09107], [-2.31556, -2.96603, 6.86304], [-1.58476, -2.14135, 4.59688], [-3.12733, -3.14434, 4.88999], [-1.93660, -4.01888, 2.92989], [-1.92213, -5.11807, 4.32057], [0.17126, -5.49455, 2.20613], [0.49634, -5.99519, 3.83575], [1.60000, -4.75881, 2.98157], [-3.90328, 6.90625, 1.58254], [-3.48593, 6.94392, 3.11652], [-4.58507, 6.25364, 4.07706], [-4.41824, 4.73130, 4.07512], [-3.03735, 4.26094, 4.57949], [-1.97432, 4.83144, 3.56269], [-2.12926, 6.33509, 3.44621], [-1.06892, 6.92814, 2.64489], [-0.63811, 4.46693, 4.20611], [-2.05185, 4.02852, 2.20485], [-3.56516, 8.36461, 3.50970], [-4.32457, 5.94555, 1.28645], [-3.02203, 7.09717, 0.97013], [-4.54278, 7.70370, 1.20411], [-4.61039, 6.61205, 5.10614], [-5.57966, 6.26084, 3.63115], [-4.64697, 4.27069, 3.11407], [-5.20522, 4.39643, 4.75086], [-3.00162, 3.19010, 4.77978], [-2.87951, 4.71754, 5.55658], [0.13848, 4.83193, 3.53397], [-0.47340, 4.87550, 5.20313], [-0.60189, 3.38592, 4.34103], [-3.09088, 3.91308, 1.89632], [-1.42652, 4.43947, 1.41227], [-1.66514, 3.01870, 2.34203], [-4.55937, 8.80984, 3.47198], [-2.90414, 8.99762, 2.91772], [-3.23618, 8.51691, 4.53765], [-0.65112, 7.49898, 3.29387], [0.54605, 1.94046, 0.13915], [1.42668, 0.79702, 0.57627], [1.03891, 0.44535, 1.98816], [-0.38659, -0.20976, 2.07138], [-0.45574, -1.46872, 1.20765], [0.00966, -1.26796, -0.20240], [1.23756, -0.40871, -0.27211], [1.52550, -0.16702, -1.58992], [0.33674, -2.71376, -0.73131], [-1.23091, -0.70411, -0.95139], [2.93028, 1.24622, 0.58210], [0.62394, 2.09763, -0.93664], [0.81903, 2.91938, 0.53322], [-0.51508, 1.86231, 0.37578], [1.77518, -0.25031, 2.39074], [0.90529, 1.35354, 2.57589], [-1.22654, 0.45515, 1.87019], [-0.53616, -0.54470, 3.09780], [-1.45223, -1.89895, 1.30769], [0.11997, -2.16729, 1.81482], [1.41031, -2.87999, -0.64239], [-0.13285, -3.46704, -0.09872], [0.16422, -2.78927, -1.80491], [-2.11758, -1.33747, -0.92337], [-1.58840, 0.22556, -0.50866], [-1.03624, -0.53253, -2.01005], [3.28532, 1.41376, -0.43475], [3.54160, 0.47915, 1.05749], [3.16730, 2.22123, 1.00785], [2.43248, -0.48096, -1.56899], [4.91374, 5.71664, 0.07616], [3.43050, 5.87317, -0.07660], [2.76985, 5.67077, 1.31120], [2.91991, 6.91168, 2.25044], [2.26376, 8.11834, 1.50150], [2.85510, 8.46848, 0.10996], [3.09313, 7.20603, -0.66346], [3.66457, 7.45591, -1.88496], [1.82622, 9.39784, -0.58143], [4.13099, 9.30386, 0.28665], [2.92792, 4.77573, -1.03373], [5.35037, 6.38611, 0.81728], [5.48811, 5.73710, -0.85000], [5.09787, 4.69724, 0.41532], [1.75692, 5.31470, 1.12336], [3.14008, 4.74802, 1.75794], [3.96771, 7.09164, 2.49091], [2.45669, 6.80009, 3.23078], [2.53779, 8.98886, 2.09748], [1.18613, 7.97990, 1.41405], [1.56923, 10.28949, -0.00957], [2.22555, 9.65104, -1.56353], [0.88618, 8.90492, -0.82934], [4.75379, 8.67700, 0.92483], [4.60717, 9.44109, -0.68418], [3.96274, 10.32969, 0.61446], [1.86872, 4.76588, -1.29082], [3.12607, 3.77096, -0.66052], [3.54652, 4.81396, -1.93037], [2.98377, 7.12070, -2.47296], [3.75820, -3.11039, 4.04315], [3.69739, -1.61236, 4.42398], [4.59346, -0.82062, 3.63795], [4.88015, -3.73213, 4.64496], [3.82897, -3.17405, 2.95731], [2.79742, -3.52336, 4.35050], [3.86443, -1.48748, 5.49384], [2.70800, -1.26836, 4.12250], [4.59734, 0.08307, 3.96190], [5.62931, -3.16561, 4.44646], [0.60745, -5.80104, -2.57456], [1.87158, -5.32038, -3.21415], [2.98715, -6.04074, -2.79725], [0.72497, -5.94897, -1.15356], [0.21283, -6.73067, -2.98464], [-0.11858, -5.00603, -2.74470], [1.99240, -4.26474, -2.97099], [1.74364, -5.50631, -4.28053], [2.99530, -5.97533, -1.83951], [0.61709, -6.88227, -0.95627], [-6.71460, -2.53510, -1.97069], [-5.73827, -1.39558, -2.18102], [-6.28437, -0.11387, -1.84685], [-5.96853, -3.76646, -2.12079], [-7.38750, -2.40511, -2.81828], [-7.24728, -2.40596, -1.02852], [-5.35936, -1.51735, -3.19577], [-4.79403, -1.51839, -1.65053], [-5.64888, 0.60136, -1.92549], [-6.59913, -4.48328, -2.02023], [-2.88928, 0.46448, -4.97631], [-2.98985, 0.12082, -6.40099], [-3.47875, 1.21863, -7.11900], [-4.13613, 0.72665, -4.34871], [-2.32974, 1.38503, -4.81015], [-2.42210, -0.37610, -4.46321], [-3.70491, -0.68367, -6.57293], [-2.02802, -0.13594, -6.84490], [-3.70540, 0.91506, -8.00108], [-4.70427, 1.03719, -5.05750], [3.30516, 2.18796, 4.70608], [3.18119, 3.73632, 4.76656], [3.15406, 4.25745, 6.10212], [4.62442, 1.75680, 5.07211], [3.12083, 1.70348, 3.74723], [2.63574, 1.74266, 5.44208], [2.30206, 4.12826, 4.25507], [4.04334, 4.17098, 4.26072], [3.09677, 5.21309, 6.17337], [4.90462, 2.16399, 5.89508], [2.61084, -0.63258, -6.17630], [3.52363, -1.09495, -5.00836], [3.76619, 0.02528, -4.09968], [1.22470, -0.60728, -5.94615], [2.81388, -1.34173, -6.97878], [3.03474, 0.27483, -6.60644], [4.41014, -1.58823, -5.40695], [3.03020, -1.86274, -4.41243], [3.96090, -0.28244, -3.21142], [1.11468, -0.01152, -5.20146], [4.88778, -1.82437, -0.70303], [5.93666, -2.49322, -1.62292], [7.13319, -1.72106, -1.70009], [4.37753, -0.67260, -1.36914], [5.30264, -1.50229, 0.25209], [4.12771, -2.58367, -0.51905], [5.59972, -2.58767, -2.65522], [6.21956, -3.50833, -1.34431], [7.76171, -1.96221, -2.38449], [4.95439, 0.05913, -1.13806], [1.92295, 2.81768, -5.14006], [0.82031, 2.47791, -4.01488], [0.41091, 1.10665, -3.92588], [3.20157, 2.65416, -4.52614], [1.93711, 3.83336, -5.53540], [1.77027, 2.21589, -6.03596], [-0.04404, 3.07855, -4.29811], [1.18639, 2.92247, -3.08943], [0.57836, 0.89721, -3.00409], [3.48914, 1.73833, -4.51408], [-3.88835, 2.97599, -0.64547], [-2.70563, 3.00274, -1.67358], [-3.15489, 3.30751, -2.97296], [-4.85366, 2.05011, -1.09082], [-4.36063, 3.95636, -0.58275], [-3.43962, 2.73619, 0.31850], [-2.32392, 1.98182, -1.66226], [-1.85825, 3.61234, -1.35984], [-3.93614, 2.77143, -3.12745], [-5.41433, 1.78816, -0.35691]],
  "forces_ev_per_a": [[-0.566, -0.175, 0.461], [0.485, 0.139, -1.393], [0.166, 0.209, 2.015], [-0.038, 0.031, -1.527], [-0.607, 0.478, 1.454], [0.738, -0.024, -1.172], [-0.132, 0.407, 0.344], [0.818, 0.044, 0.398], [-1.055, -2.291, -0.343], [0.010, 0.825, -0.483], [-0.098, -0.146, 0.285], [0.657, -0.093, 0.219], [-0.303, -0.124, 0.180], [0.081, -0.719, -0.163], [0.088, -0.664, 0.113], [-0.241, 0.195, -0.143], [0.083, -0.081, -0.322], [0.366, -0.156, 0.203], [-0.566, -0.024, -0.501], [0.255, 0.417, 0.079], [-0.645, 0.153, 0.228], [-0.111, 0.901, 0.123], [0.499, 0.135, 0.361], [-0.030, 0.541, -0.298], [2.152, 1.066, 0.351], [-1.498, -0.722, -0.908], [-0.065, 0.714, 0.100], [-1.295, -0.720, -1.078], [2.021, 1.076, 1.955], [-2.458, 1.146, -0.639], [0.443, -0.603, 0.590], [1.852, 0.841, -0.142], [-0.020, -0.595, -0.381], [-0.700, -0.608, 0.209], [-0.154, -0.155, -0.717], [-0.106, 0.091, 0.239], [-0.130, -0.237, -0.059], [0.643, 0.395, 0.266], [-0.139, -0.080, 0.190], [0.327, -0.614, 0.192], [-0.081, -0.489, 0.057], [0.041, 0.071, -0.682], [-0.167, -0.396, 0.260], [-0.399, 0.015, -0.442], [-0.070, 0.103, 0.279], [0.061, 0.259, 0.031], [-0.063, -0.284, -0.379], [-0.019, -0.221, 0.690], [-0.278, -0.243, -0.833], [-0.373, 0.406, -0.803], [2.101, -0.391, 0.306], [-0.027, 0.102, 2.276], [-0.087, 2.657, -0.837], [-0.890, -1.173, -0.894], [0.034, 0.121, 0.701], [-0.039, -0.002, 0.375], [0.382, 0.315, -0.624], [-0.445, -0.062, -0.098], [-0.696, 0.219, 0.297], [0.703, -0.443, 0.797], [-0.339, -0.429, -0.298], [0.141, 0.185, -0.109], [0.097, 0.160, 0.303], [-0.102, -0.646, -0.610], [-0.019, -0.489, -0.113], [0.485, -0.503, 0.522], [-0.385, 0.496, 0.365], [-0.229, 0.087, -0.288], [0.416, 0.017, -0.572], [-0.303, 0.024, -0.042], [0.196, -0.318, 0.133], [-0.196, 0.076, 0.194], [0.561, 0.050, -0.246], [-0.164, -0.311, -1.101], [1.799, 0.531, 1.807], [-1.243, -1.327, -0.967], [0.185, 2.455, 0.738], [0.753, -1.181, -0.413], [0.258, -1.004, -0.132], [-0.604, 0.229, -0.725], [0.371, -0.858, 0.677], [0.070, 0.235, 0.838], [0.068, -0.301, -0.115], [-0.063, 0.493, -0.609], [-0.976, -0.918, 0.145], [-0.231, 0.082, -0.158], [-0.165, 0.632, -0.207], [-0.456, -0.228, 0.352], [0.034, 0.048, -0.203], [-0.056, 0.306, 0.447], [0.031, 0.543, -0.306], [0.371, 0.090, 0.150], [-0.170, 0.610, -0.188], [-0.665, -0.296, -0.632], [0.198, 0.185, 0.631], [0.036, 0.133, 0.132], [-1.514, 2.690, 0.327], [0.985, -1.891, -0.576], [0.197, -2.273, 0.832], [-1.031, 0.672, -0.258], [1.794, 0.971, 0.486], [0.202, -2.248, -0.772], [0.284, 1.464, -0.095], [-0.100, -1.509, -0.755], [-1.170, 1.264, 1.174], [-0.318, 0.061, -0.032], [0.565, 0.320, 0.088], [0.793, -0.774, -0.163], [0.166, 0.896, 0.301], [-0.290, 0.181, -0.116], [0.228, 0.415, 0.212], [-0.442, -0.545, -0.338], [-0.504, -0.200, 0.269], [-0.337, 0.400, 0.110], [-0.109, 0.669, -0.618], [-0.297, -0.022, -0.220], [0.627, -0.410, 0.019], [-0.317, 0.522, -0.234], [0.667, -0.125, 0.032], [-0.016, -0.537, 0.150], [0.895, -0.599, 0.386], [-1.604, -1.183, -0.191], [1.175, -1.707, -2.138], [0.241, -0.622, 1.394], [-0.955, 1.824, -1.037], [-0.056, -1.010, 0.103], [-0.875, -0.193, 0.506], [-1.090, -0.790, 0.239], [0.316, 0.614, -0.364], [-0.129, 0.354, 0.854], [1.268, 1.987, 0.817], [0.003, -0.053, -0.025], [0.398, -0.412, 0.146], [-0.516, 0.031, 0.822], [0.274, 0.315, -0.203], [-0.085, 1.301, -0.076], [0.058, 0.317, -0.112], [-0.071, -0.481, 0.104], [0.300, -0.126, -0.705], [0.212, 0.262, 0.055], [0.413, -0.292, 0.127], [-0.213, 0.396, -0.031], [0.169, -0.054, -0.337], [0.195, 0.263, -0.236], [-0.218, 0.457, -0.002], [-0.061, -0.148, 0.316], [-0.138, -0.399, -0.326], [0.004, 0.078, -0.267], [0.089, -0.174, 0.224], [0.153, 0.095, 0.040], [-0.393, 1.304, -1.012], [-0.015, 0.673, 0.163], [-1.985, -0.718, 0.231], [0.600, -0.309, 0.013], [0.470, 0.568, 2.354], [-0.741, -0.788, -0.484], [-0.900, -0.998, 2.449], [0.274, 0.335, -1.050], [0.843, 1.311, -0.126], [0.283, 0.435, -0.404], [-0.439, -0.394, -0.937], [-0.076, -0.169, -0.225], [0.415, -0.049, 0.434], [0.038, -0.451, 0.010], [0.001, 0.091, 0.332], [0.783, 0.145, 0.159], [0.234, 0.413, -0.155], [-0.039, 0.128, 0.228], [-0.254, 0.071, -0.660], [0.660, -0.431, -0.544], [0.147, 0.021, 0.282], [-0.310, -0.051, -0.518], [-0.527, -0.289, 0.071], [0.256, -0.582, 0.183], [0.244, 0.160, -0.001], [0.150, 0.152, -0.058], [-0.064, -0.424, -0.175], [0.072, -0.022, -0.020], [-0.663, 0.001, 0.702], [0.750, 0.112, -0.881], [1.109, -0.938, 0.158], [-0.395, 0.581, -0.079], [-0.076, 0.224, 0.199], [-0.870, -0.328, -1.638], [1.431, -0.298, 0.411], [-0.553, -0.154, 0.242], [-2.137, 0.436, 2.383], [0.595, -0.198, -0.871], [-0.001, -0.959, -0.964], [0.133, -0.841, -0.658], [0.645, -0.260, -0.211], [-0.004, 0.119, -0.143], [-0.208, 0.625, -0.185], [0.015, -0.126, 0.388], [-0.650, 0.939, 0.150], [0.817, 0.048, 0.068], [0.166, 0.086, -0.335], [-0.352, -0.280, -0.085], [-0.702, 0.285, 0.155], [0.006, -0.031, 0.174], [0.386, -0.014, 0.081], [0.148, 0.488, 0.057], [-0.095, -0.354, 0.338], [0.545, 0.680, 0.192], [0.178, -0.343, -0.054], [-0.161, -0.272, 0.641], [-0.048, 0.556, 0.071], [0.114, 0.030, 0.433], [-0.292, 0.107, -0.355], [0.115, 0.146, -0.566], [0.551, 1.804, 0.171], [-0.503, -0.015, -1.159], [0.415, -0.944, -0.110], [-0.493, -0.398, 0.091], [-0.117, -0.040, -0.244], [0.361, -0.505, 0.332], [-0.009, 0.008, 0.085], [-0.515, -0.061, 0.519], [0.198, 0.151, 0.435], [0.199, 0.040, -0.045], [-1.057, 0.189, 0.819], [-0.293, -0.344, -0.153], [0.855, -0.448, 0.057], [0.299, 0.381, -0.133], [0.197, -0.028, -0.232], [-0.365, -0.121, -0.142], [0.080, 0.307, -0.278], [0.202, 0.475, -0.140], [0.003, -0.138, 0.278], [0.146, -0.412, -0.019], [0.591, 0.575, -0.696], [1.465, 0.626, 0.143], [-1.057, -1.497, -0.345], [-0.542, 0.853, 0.493], [-0.601, -0.369, 0.202], [0.014, -0.407, 0.161], [-0.432, 0.618, -0.549], [-0.029, -0.388, 0.815], [0.602, -0.064, -0.302], [0.038, -0.140, -0.056], [0.428, 0.496, 1.277], [-0.085, -0.531, -1.248], [-0.622, 1.267, -0.424], [-0.615, -0.460, -0.146], [0.697, -0.208, -0.281], [0.133, 0.089, 0.203], [0.138, -0.592, 0.365], [0.320, -0.399, 0.454], [-0.040, 0.148, -0.044], [-0.357, 0.223, -0.011], [0.390, 0.744, 1.635], [0.028, 0.596, -0.563], [0.142, -1.480, 0.614], [0.106, -0.011, -0.575], [-0.185, 0.658, -0.211], [-0.490, 0.095, -0.052], [-0.240, -0.477, -0.281], [0.217, -0.155, -0.257], [0.026, -0.049, -0.629], [-0.169, 0.098, 0.138], [1.224, -1.172, -0.175], [-1.213, 0.760, 0.722], [0.110, -0.594, -1.495], [0.984, -0.006, -0.172], [-0.336, -0.359, -0.060], [-0.194, 0.636, 0.313], [0.481, 0.576, -0.011], [-0.362, -0.180, -0.143], [0.201, -0.358, 0.397], [-0.687, 0.496, 0.627], [1.146, -0.300, -1.217], [0.762, -0.291, -0.552], [0.135, 1.018, 0.933], [-1.015, -1.236, -0.180], [0.226, -0.275, 0.099], [-0.381, 0.322, -0.053], [-0.856, 0.087, 0.054], [-0.319, -0.138, 0.604], [-0.470, -0.446, -0.163], [0.446, 0.872, 0.089], [-0.030, -1.115, 1.912], [0.070, 1.711, -2.480], [0.719, 1.062, 0.053], [0.121, 0.801, -0.634], [-0.614, 0.259, 0.592], [0.034, -0.528, 0.067], [-0.428, -0.082, 0.059], [0.179, -0.518, 0.203], [0.175, -0.817, 0.323], [-0.192, -0.592, 0.053], [1.152, 0.617, -0.936], [-1.286, -1.087, 0.627], [0.455, 0.768, 0.155], [1.053, 0.128, -0.846], [0.103, 0.335, 0.091], [-0.221, -0.329, 0.178], [0.166, -0.345, -0.045], [-0.334, 0.542, -0.149], [-0.136, -0.366, -0.144], [-0.909, -0.254, 0.916]],
  "lowdin_charge": [-0.137, -0.187, -0.181, -0.207, -0.055, -0.193, -0.242, -0.213, -0.055, 0.084, 0.071, 0.087, 0.118, 0.117, 0.109, 0.107, 0.097, 0.094, 0.107, 0.108, 0.123, 0.057, 0.077, 0.089, -0.087, -0.210, -0.181, -0.189, -0.048, -0.171, -0.181, -0.182, -0.116, 0.062, 0.090, 0.084, 0.115, 0.112, 0.109, 0.112, 0.125, 0.091, 0.118, 0.114, 0.104, 0.089, 0.083, 0.081, -0.039, -0.226, -0.197, -0.165, -0.019, -0.201, -0.244, -0.179, -0.130, 0.078, 0.091, 0.088, 0.126, 0.100, 0.112, 0.098, 0.048, 0.106, 0.121, 0.110, 0.121, 0.085, 0.084, 0.090, -0.112, -0.230, -0.206, -0.196, -0.040, -0.176, -0.217, -0.212, -0.090, 0.087, 0.094, 0.087, 0.131, 0.127, 0.114, 0.112, 0.098, 0.108, 0.097, 0.123, 0.117, 0.078, 0.066, 0.085, -0.164, -0.169, -0.213, -0.160, -0.045, -0.223, -0.202, -0.235, -0.037, 0.088, 0.086, 0.093, 0.119, 0.109, 0.114, 0.101, 0.086, 0.095, 0.118, 0.097, 0.120, 0.069, 0.088, 0.067, -0.015, -0.449, -0.106, -0.210, -0.113, -0.448, -0.047, -0.037, -0.060, -0.014, -0.094, 0.056, 0.074, 0.077, 0.118, 0.109, 0.068, 0.111, 0.112, 0.114, 0.061, 0.087, 0.081, 0.040, 0.083, 0.068, 0.093, 0.083, 0.085, 0.093, -0.027, -0.467, -0.113, -0.147, -0.165, -0.433, -0.074, -0.020, 0.000, -0.010, -0.008, 0.073, 0.076, 0.060, 0.105, 0.115, 0.088, 0.092, 0.114, 0.110, 0.076, 0.067, 0.059, 0.078, 0.053, 0.072, 0.067, 0.079, 0.072, 0.067, -0.038, -0.486, -0.124, -0.140, -0.123, -0.492, -0.117, -0.004, -0.044, -0.036, -0.028, 0.082, 0.087, 0.058, 0.104, 0.094, 0.096, 0.091, 0.113, 0.104, 0.085, 0.076, 0.079, 0.073, 0.080, 0.085, 0.087, 0.060, 0.081, 0.108, -0.234, -0.227, -0.082, -0.054, 0.114, 0.097, 0.125, 0.092, 0.028, 0.083, -0.225, -0.270, -0.049, -0.079, 0.125, 0.086, 0.103, 0.128, 0.078, 0.043, -0.223, -0.255, -0.069, -0.072, 0.119, 0.113, 0.107, 0.107, 0.034, 0.079, -0.238, -0.269, -0.053, -0.060, 0.115, 0.114, 0.126, 0.124, 0.090, 0.087, -0.188, -0.217, -0.071, -0.083, 0.099, 0.119, 0.088, 0.114, 0.084, 0.095, -0.242, -0.161, -0.095, -0.067, 0.114, 0.112, 0.111, 0.110, 0.040, 0.033, -0.161, -0.193, -0.089, -0.112, 0.128, 0.116, 0.114, 0.117, 0.088, 0.034, -0.189, -0.174, -0.082, -0.101, 0.110, 0.100, 0.105, 0.098, 0.039, 0.017, -0.216, -0.220, -0.056, -0.099, 0.114, 0.083, 0.093, 0.114, 0.060, 0.016]
}